[1]
Formula: C44H58BrF4N3OPSSi2TcTe
Source: the OMol25 dataset
Level of theory: the ωB97M-V functional and the def2-TZVPD basis

Output
- Frontier orbital gap (alpha / beta): 0.2808 / 0.1879 Eh
- Total charge: +3
- Expectation value of S²: 3.770
- Energy: -179347.67235 eV
- Spin multiplicity: 4

Last column: Löwdin charge in e.
Geometry (Å):
Tc 1.243 0.210 -1.548  1.121
C 3.185 0.383 1.021  -0.043
N 2.851 -0.497 -0.132  -0.294
C 2.571 -1.841 0.428  -0.099
C 4.037 -0.479 -1.019  -0.286
C 5.108 -1.333 -0.856  -0.011
C 6.201 -1.226 -1.709  -0.034
C 6.205 -0.269 -2.711  -0.035
C 5.131 0.598 -2.870  0.004
C 4.041 0.512 -2.012  -0.261
N 2.838 1.246 -2.059  -0.083
C 2.608 2.564 -2.473  -0.253
C 3.423 3.367 -3.263  0.008
C 2.968 4.609 -3.687  -0.035
C 1.715 5.072 -3.316  -0.044
C 0.924 4.311 -2.460  -0.025
C 1.375 3.075 -2.040  -0.251
N 0.696 2.280 -0.992  -0.273
C 1.220 2.808 0.301  -0.038
C -0.768 2.478 -0.969  -0.074
H 4.004 -0.068 1.584  0.114
H 3.512 1.350 0.660  0.086
H 2.317 0.492 1.671  0.058
H 3.363 -2.159 1.107  0.095
H 1.642 -1.784 0.993  0.055
H 2.476 -2.572 -0.371  0.065
H 5.114 -2.087 -0.080  0.121
H 7.041 -1.896 -1.591  0.124
H 7.045 -0.201 -3.389  0.125
H 5.140 1.300 -3.689  0.103
H 4.402 3.035 -3.565  0.100
H 3.603 5.218 -4.316  0.125
H 1.365 6.037 -3.655  0.122
H -0.023 4.712 -2.126  0.119
H 0.863 3.830 0.436  0.115
H 0.869 2.190 1.125  0.042
H 2.303 2.825 0.278  0.086
H -1.022 3.525 -0.799  0.099
H -1.209 2.129 -1.896  0.068
H -1.164 1.897 -0.138  0.062
F -0.029 -6.217 -4.533  0.194
C -0.213 -5.117 -3.841  -0.116
C -1.409 -4.896 -3.177  -0.115
F -2.373 -5.791 -3.246  0.183
C -1.592 -3.732 -2.449  -0.209
F -2.773 -3.580 -1.855  0.138
C -0.607 -2.753 -2.340  -0.313
P -0.879 -1.235 -1.319  1.063
C -2.357 -0.529 -2.136  -0.362
C -2.688 -0.861 -3.448  -0.093
C -3.802 -0.303 -4.059  -0.050
C -4.601 0.602 -3.372  -0.044
C -4.273 0.954 -2.070  -0.046
C -3.158 0.392 -1.462  -0.141
C -1.536 -2.112 0.193  -0.396
C -0.724 -3.133 0.706  -0.130
C -1.207 -4.021 1.654  -0.061
C -2.511 -3.897 2.121  -0.054
C -3.319 -2.879 1.636  -0.050
C -2.843 -1.999 0.670  -0.116
C 0.576 -3.012 -3.021  -0.494
Br 2.041 -1.805 -2.992  1.080
C 0.785 -4.159 -3.763  -0.249
F 1.931 -4.358 -4.399  0.113
H -2.081 -1.562 -4.008  0.106
H -4.054 -0.587 -5.073  0.122
H -5.479 1.021 -3.845  0.122
H -4.890 1.656 -1.525  0.119
H -2.920 0.681 -0.445  0.076
H 0.277 -3.276 0.320  0.089
H -0.577 -4.828 2.005  0.124
H -2.901 -4.604 2.842  0.126
H -4.344 -2.793 1.974  0.125
H -3.521 -1.267 0.259  0.096
C 1.922 -2.345 4.362  -0.165
Si 0.628 -1.524 5.423  0.410
C 1.182 0.183 5.907  -0.181
C 0.080 -2.538 6.863  -0.159
C -0.939 -1.404 4.305  -0.516
Te -0.848 0.031 2.789  1.511
C -2.779 0.803 2.932  -0.543
Si -2.952 2.322 4.125  0.416
C -1.752 3.591 3.485  -0.178
C -2.521 1.718 5.820  -0.159
C -4.713 2.836 3.918  -0.160
H 2.640 -2.879 4.990  0.052
H 2.490 -1.610 3.784  0.020
H 1.489 -3.078 3.674  0.029
H 2.187 0.138 6.334  0.053
H 0.533 0.616 6.671  0.037
H 1.225 0.877 5.060  0.012
H 0.908 -2.706 7.556  0.054
H -0.292 -3.517 6.551  0.048
H -0.713 -2.029 7.415  0.048
H -1.844 -1.188 4.875  0.029
H -1.067 -2.360 3.790  -0.001
H -3.421 -0.021 3.249  0.031
H -3.079 1.127 1.932  0.004
H -0.729 3.204 3.429  0.010
H -1.723 4.463 4.143  0.053
H -2.052 3.945 2.494  0.037
H -1.484 1.376 5.871  0.009
H -3.177 0.898 6.122  0.052
H -2.636 2.512 6.561  0.057
H -4.906 3.176 2.898  0.043
H -4.959 3.661 4.591  0.054
H -5.398 2.017 4.145  0.049
C -0.986 2.346 -4.942  -0.181
S 0.512 1.437 -4.575  0.977
C 0.429 0.193 -5.843  -0.218
O 0.134 0.661 -3.281  -0.734
H -1.258 2.196 -5.985  0.077
H -0.805 3.401 -4.751  0.059
H -1.765 1.950 -4.287  0.056
H 0.538 0.697 -6.804  0.082
H -0.528 -0.325 -5.778  0.069
H 1.262 -0.492 -5.694  0.044



[2]
Formula: C44H58BrFN5O5SSiTeZr
Source: the OMol25 dataset
Level of theory: the ωB97M-V functional and the def2-TZVPD basis

Output
- Frontier orbital gap: 0.1977 Eh
- Total charge: +1
- Energy: -164306.12713 eV
- Energy above the lowest of the compared OMol25 structures with the same formula, charge and spin: 0.000 eV

Last column: Löwdin charge in e.
Geometry (Å):
Zr 0.231 1.186 0.817  1.056
C -4.468 -3.348 -3.422  -0.052
C -4.584 -1.872 -3.082  -0.163
N -3.311 -1.294 -2.623  -0.001
C -3.052 -1.289 -1.308  0.051
C -1.930 -0.752 -0.740  -0.081
C -1.771 -1.015 0.734  -0.619
O -2.592 -1.673 1.324  0.100
O -0.652 -0.573 1.257  -0.308
C -1.006 -0.088 -1.578  -0.303
O 0.036 0.520 -1.149  -0.227
C -1.265 -0.111 -2.987  -0.058
C -0.373 0.507 -3.887  0.088
C -0.561 0.386 -5.221  -0.185
F 0.259 1.056 -6.055  0.080
C -1.601 -0.410 -5.786  -0.139
C -2.529 -0.932 -4.894  0.057
C -2.385 -0.767 -3.508  -0.112
N -1.692 -0.599 -7.144  -0.059
C -0.504 -0.754 -7.995  -0.111
C -0.531 -2.128 -8.687  -0.149
N -1.169 -3.095 -7.777  -0.066
C -2.618 -2.824 -7.679  -0.139
C -2.833 -1.302 -7.700  -0.130
H -5.444 -3.746 -3.701  0.088
H -4.114 -3.913 -2.558  0.085
H -3.782 -3.514 -4.253  0.049
H -5.304 -1.710 -2.283  0.132
H -4.930 -1.286 -3.932  0.124
H -3.787 -1.755 -0.664  0.158
H 0.457 1.086 -3.507  0.145
H -3.344 -1.528 -5.271  0.088
H 0.388 -0.675 -7.386  0.113
H -0.468 0.040 -8.744  0.133
H 0.490 -2.450 -8.888  0.130
H -1.053 -2.083 -9.647  0.123
H -0.374 -3.133 -6.445  0.081
H -1.032 -4.036 -8.130  0.142
H -2.993 -3.277 -6.759  0.101
H -3.161 -3.273 -8.515  0.126
H -3.746 -1.020 -7.179  0.126
H -2.954 -0.957 -8.728  0.131
N 2.622 1.623 1.224  -0.058
C 3.236 2.794 0.659  -0.230
C 4.527 3.154 0.918  -0.001
C 5.090 4.289 0.297  -0.056
C 4.352 5.026 -0.583  -0.021
C 3.009 4.677 -0.855  -0.144
C 2.187 5.408 -1.742  0.010
C 0.892 5.025 -1.917  -0.023
C 0.392 3.928 -1.190  -0.158
N 1.122 3.213 -0.360  0.004
C 2.437 3.564 -0.210  -0.160
H 2.986 1.445 2.156  0.059
H 2.901 0.803 0.657  -0.019
H 5.128 2.556 1.593  0.123
H 6.113 4.559 0.517  0.112
H 4.777 5.891 -1.076  0.120
H 2.597 6.266 -2.262  0.126
H 0.225 5.560 -2.578  0.114
H -0.651 3.641 -1.251  0.008
Te -2.148 2.514 0.823  0.206
C -1.443 -0.431 6.984  -0.081
C -1.311 0.630 5.875  -0.624
C -1.919 1.940 6.398  -0.099
C -2.173 0.190 4.677  -0.102
Si 0.527 0.862 5.411  0.562
Br 0.366 2.145 3.478  0.515
C 1.526 2.008 6.568  -0.630
C 1.372 1.523 8.022  -0.081
C 1.078 3.477 6.500  -0.114
C 3.020 1.998 6.212  -0.103
C 1.431 -0.759 4.954  -0.606
C 2.611 -0.536 4.000  -0.122
C 1.960 -1.430 6.236  -0.083
C 0.501 -1.760 4.250  -0.085
H -2.498 -0.516 7.260  0.093
H -0.892 -0.174 7.889  0.070
H -1.119 -1.419 6.658  0.064
H -2.981 1.772 6.595  0.091
H -1.850 2.748 5.666  0.079
H -1.467 2.274 7.331  0.065
H -3.215 0.150 5.011  0.093
H -1.917 -0.795 4.298  0.063
H -2.133 0.891 3.841  0.024
H 0.351 1.635 8.385  0.068
H 2.014 2.131 8.667  0.092
H 1.668 0.482 8.159  0.069
H 0.030 3.624 6.741  0.060
H 1.263 3.912 5.516  0.049
H 1.666 4.048 7.225  0.091
H 3.484 1.019 6.321  0.063
H 3.544 2.683 6.885  0.092
H 3.194 2.352 5.192  0.071
H 3.305 0.241 4.322  0.061
H 2.244 -0.303 3.000  -0.006
H 3.174 -1.469 3.907  0.096
H 2.744 -0.853 6.725  0.065
H 2.387 -2.402 5.972  0.093
H 1.171 -1.614 6.968  0.074
H 0.047 -1.352 3.347  0.052
H -0.293 -2.123 4.900  0.070
H 1.097 -2.628 3.950  0.096
O -1.149 -4.181 -4.572  0.154
C -0.098 -3.371 -4.520  -0.357
O 0.285 -2.926 -5.666  0.131
C 0.547 -2.999 -3.335  -0.159
C 0.103 -3.433 -2.060  -0.008
C 0.679 -2.969 -0.918  -0.096
C 1.747 -2.022 -0.959  -0.710
S 2.417 -1.409 0.464  0.697
C 2.221 -1.639 -2.248  -0.095
C 1.645 -2.101 -3.390  -0.003
H -1.378 -4.501 -3.689  0.114
H -0.720 -4.135 -1.952  0.120
H 0.325 -3.291 0.053  0.115
H 3.055 -0.950 -2.291  0.108
H 2.013 -1.774 -4.353  0.127



[3]
Formula: C44H58ClN5O2P2S2Sn
Source: the OMol25 dataset
Level of theory: the ωB97M-V functional and the def2-TZVPD basis

Output
- Frontier orbital gap (alpha / beta): 0.2711 / 0.1671 Eh
- Total charge: +4
- Energy: -116681.02529 eV
- Energy above the lowest of the compared OMol25 structures with the same formula, charge and spin: 0.536 eV

Last column: Löwdin charge in e.
Geometry (Å):
Sn 0.272 -1.457 -1.686  1.198
C -1.011 -4.930 -2.560  -0.058
O 0.169 -4.152 -2.338  -0.354
C 1.306 -4.695 -3.000  -0.177
C 2.443 -3.731 -2.772  -0.172
O 2.083 -2.399 -3.180  -0.425
C 2.060 -2.216 -4.606  -0.036
H -0.918 -5.912 -2.091  0.110
H -1.195 -5.054 -3.629  0.107
H -1.850 -4.391 -2.122  0.088
H 1.084 -4.818 -4.064  0.133
H 1.566 -5.679 -2.597  0.153
H 3.343 -4.058 -3.297  0.149
H 2.666 -3.658 -1.705  0.125
H 3.069 -2.331 -5.004  0.115
H 1.709 -1.205 -4.795  0.079
H 1.390 -2.926 -5.088  0.102
C 4.667 6.303 -2.826  -0.282
S 4.436 4.892 -1.779  1.173
C 2.767 5.098 -1.138  -0.375
C 1.936 3.812 -1.277  -0.207
C 2.350 2.743 -0.256  -0.228
N 1.723 1.417 -0.444  -0.432
P 0.129 0.969 0.036  0.923
C -0.873 2.436 -0.293  -0.398
C -1.049 3.443 0.658  -0.088
C -1.755 4.591 0.327  -0.047
C -2.295 4.733 -0.946  -0.039
C -2.140 3.725 -1.891  -0.050
C -1.434 2.577 -1.563  -0.103
C 0.112 0.794 1.847  -0.310
C -1.067 0.428 2.517  -0.200
C -1.016 0.224 3.891  -0.014
C 0.163 0.378 4.606  -0.029
C 1.323 0.747 3.946  -0.045
C 1.291 0.948 2.574  -0.093
P 2.437 0.230 -1.439  0.900
C 4.022 -0.276 -0.751  -0.382
C 4.764 -1.192 -1.504  -0.095
C 5.975 -1.663 -1.026  -0.033
C 6.453 -1.230 0.205  -0.030
C 5.720 -0.323 0.957  -0.042
C 4.504 0.153 0.484  -0.099
C 2.838 1.074 -2.988  -0.359
C 1.780 1.367 -3.853  -0.130
C 1.994 2.106 -5.005  -0.045
C 3.276 2.558 -5.303  -0.037
C 4.334 2.269 -4.450  -0.058
C 4.120 1.526 -3.292  -0.082
H 5.657 6.236 -3.271  0.071
H 4.582 7.208 -2.215  0.092
H 3.885 6.311 -3.590  0.085
H 2.312 5.941 -1.656  0.106
H 2.899 5.372 -0.084  0.117
H 2.007 3.429 -2.295  0.095
H 0.897 4.105 -1.120  0.103
H 2.120 3.102 0.751  0.124
H 3.434 2.597 -0.299  0.098
H -0.636 3.331 1.655  0.115
H -1.893 5.372 1.063  0.122
H -2.851 5.626 -1.199  0.124
H -2.581 3.831 -2.873  0.120
H -1.327 1.785 -2.298  0.094
H -2.333 0.710 0.810  0.104
H -1.915 -0.051 4.427  0.116
H 0.170 0.222 5.677  0.125
H 2.244 0.887 4.496  0.122
H 2.201 1.231 2.064  0.070
H 4.399 -1.516 -2.472  0.104
H 6.552 -2.365 -1.614  0.125
H 7.401 -1.597 0.576  0.127
H 6.097 0.019 1.912  0.122
H 3.939 0.853 1.085  0.081
H 0.774 1.027 -3.621  0.084
H 1.173 2.320 -5.677  0.124
H 3.452 3.117 -6.213  0.125
H 5.337 2.591 -4.702  0.122
H 4.954 1.288 -2.644  0.113
C -3.566 0.893 2.521  -0.035
C -2.403 0.234 1.792  -0.410
N -2.490 -1.200 1.488  -0.298
H -3.289 1.914 2.782  0.103
H -3.826 0.384 3.450  0.070
H -4.449 0.940 1.886  0.079
C -8.217 -1.734 1.473  -0.052
C -7.130 -0.806 1.986  -0.191
N -5.773 -1.385 1.852  0.057
C -4.977 -1.886 2.766  -0.534
S -3.288 -2.352 2.245  1.033
N -5.261 -2.219 4.004  0.059
C -6.571 -2.376 4.682  -0.179
C -6.824 -1.274 5.695  -0.054
H -9.186 -1.251 1.588  0.099
H -8.241 -2.681 2.011  0.078
H -8.078 -1.951 0.414  0.088
H -7.275 -0.519 3.024  0.104
H -7.116 0.115 1.402  0.130
H -5.386 -1.364 0.918  0.147
H -4.462 -2.467 4.572  0.140
H -6.535 -3.350 5.167  0.138
H -7.345 -2.428 3.924  0.095
H -6.068 -1.277 6.480  0.087
H -7.792 -1.437 6.168  0.099
H -6.835 -0.288 5.229  0.075
Cl -1.099 -5.425 2.120  0.762
C 0.025 -4.173 1.787  -0.637
C 1.033 -3.847 2.683  -0.019
C 1.906 -2.825 2.350  0.001
C 1.756 -2.173 1.142  -0.115
N 0.788 -2.502 0.273  -0.102
C -0.070 -3.480 0.595  -0.181
H 1.131 -4.389 3.615  0.135
H 2.706 -2.539 3.017  0.131
H 2.434 -1.384 0.853  0.077
H -0.845 -3.723 -0.119  0.088